[1]
Computed, not measured: 2 unconnected molecules or ions with the total composition C6H12P in a non-equilibrium geometry, with ωB97M-V/def2-TZVPD.

- highest occupied orbital energy (spin up / spin down) (eV) = -14.905 / -11.793
- LUMO level (spin up / spin down) (eV) = -3.86 / -8.17
- net charge = +1
- calculated total energy (a.u.) = -576.66077
- energy above the lowest of the compared OMol25 structures with the same formula, charge and spin (kcal/mol) = 158.3
- largest force on an atom (eV/A) = 4.08
- orbital gap (spin up / spin down) (Ha) = 0.4059 / 0.1332

```
19
Properties=species:S:1:pos:R:3:forces:R:3
C -0.142 -0.785 -0.293 -0.259 -0.564 1.592
C 0.303 0.459 -0.334 0.787 -0.907 -0.214
C 1.765 0.970 -2.444 -3.089 1.465 -0.810
C -0.114 -2.820 3.486 0.003 -0.870 -0.693
C -2.295 1.009 0.028 -3.700 -0.685 1.575
C 1.265 1.353 -1.067 -1.460 0.901 0.865
P -0.937 0.258 1.009 0.797 -0.529 -1.890
H -0.210 -1.874 -0.365 0.486 0.558 -0.521
H 1.124 1.534 -3.222 0.394 -1.621 1.003
H 1.730 -0.097 -2.486 0.306 -0.562 -0.836
H 2.675 1.424 -2.685 1.868 0.106 0.252
H -0.184 -3.345 2.564 -0.011 -1.134 -0.255
H 0.090 -3.316 4.417 -0.021 0.314 0.104
H -0.182 -1.807 3.241 0.035 1.694 0.838
H -1.897 1.821 -0.509 -0.030 1.560 -0.303
H -3.248 1.207 0.754 2.450 -0.051 -1.941
H -2.609 0.271 -0.757 0.303 0.312 0.982
H 0.793 2.344 -0.974 0.448 -0.008 -0.413
H 2.074 1.395 -0.364 0.691 0.020 0.665
```
Positions in Å, forces in eV/Å.

Per-atom Löwdin charges, elementary charge units: C -0.07; C -0.34; C -0.06; C 0.11; C -0.26; C -0.21; P 1.12; H 0.11; H 0.12; H 0.07; H 0.06; H -0.03; H 0.00; H -0.08; H 0.02; H 0.12; H 0.08; H 0.13; H 0.13

---

[2]
Computed, not measured: 2 unconnected molecules or ions with the total composition C6H12S in a non-equilibrium geometry, with ωB97M-V/def2-TZVPD.

- highest occupied orbital energy (eV) = -7.793
- LUMO level (eV) = 0.31
- calculated total energy (a.u.) = -633.80876
- energy above the lowest of the compared OMol25 structures with the same formula, charge and spin (kcal/mol) = 110.4
- largest force on an atom (eV/A) = 4.89
- orbital gap (Ha) = 0.2977

```
19
Properties=species:S:1:pos:R:3:forces:R:3
C 2.166 -0.806 -1.333 3.943 -0.475 2.845
C 1.580 0.008 -0.490 3.720 -2.419 1.865
C -1.877 0.800 0.149 -0.087 -2.177 0.497
C 2.077 0.136 0.929 0.907 2.445 0.171
C -1.797 2.122 -0.454 -1.818 1.182 3.596
C -2.214 -1.842 0.601 -1.586 1.325 -2.038
S -2.959 -0.409 -0.336 1.945 1.068 0.730
H 3.201 -1.299 -1.068 -2.091 1.034 -0.442
H 1.807 -1.066 -2.225 -1.496 -0.817 -3.528
H 0.643 0.310 -0.614 -3.760 1.724 -0.981
H 1.156 0.414 1.487 1.012 -0.174 0.333
H 2.886 0.993 1.004 -1.771 -1.321 0.011
H 2.601 -0.733 1.344 -0.492 -0.012 -0.273
H -2.799 2.606 -0.295 0.592 -0.081 -0.657
H -1.599 1.944 -1.444 0.674 0.358 -2.715
H -1.084 2.752 0.136 -0.238 -0.512 -1.060
H -1.434 -1.516 1.191 0.719 1.385 2.390
H -1.591 -2.360 -0.068 -0.163 -1.465 -1.543
H -3.095 -2.305 0.970 -0.011 -1.069 0.801
```
Positions in Å, forces in eV/Å.

Per-atom Löwdin charges, elementary charge units: C -0.01; C -0.25; C -0.49; C -0.12; C -0.23; C -0.33; S 0.85; H 0.11; H -0.01; H 0.01; H 0.06; H 0.11; H 0.06; H 0.09; H 0.04; H 0.08; H 0.00; H 0.01; H 0.01

---

[3]
Computed, not measured: a single C6H12S molecule in a non-equilibrium geometry, with ωB97M-V/def2-TZVPD.

- highest occupied orbital energy (eV) = -8.912
- SMILES = C[C@@H]1[C@H](C)[C@@H]1CS
- LUMO level (eV) = 0.96
- calculated total energy (a.u.) = -633.95734
- energy above the lowest of the compared OMol25 structures with the same formula, charge and spin (kcal/mol) = 17.1
- largest force on an atom (eV/A) = 2.04
- orbital gap (Ha) = 0.3628

```
19
Properties=species:S:1:pos:R:3:forces:R:3
C -1.608 -1.104 -0.654 0.616 0.671 1.041
C -0.989 -0.561 0.676 -1.669 -1.019 -0.578
C -0.360 0.802 0.767 -0.254 0.533 -1.042
C -0.345 1.777 -0.426 0.965 -0.293 0.424
C 0.482 -0.453 0.862 0.631 -0.312 1.289
C 1.497 -0.981 -0.111 -0.179 1.116 -1.209
S 3.115 -0.087 -0.044 0.103 0.019 0.170
H -2.632 -0.763 -0.816 0.107 0.226 0.113
H -1.648 -2.194 -0.677 0.251 0.009 0.107
H -0.980 -0.745 -1.459 -0.158 -0.135 -0.442
H -1.540 -0.928 1.548 0.189 0.276 -0.179
H -0.513 1.400 1.673 0.158 -0.636 -0.060
H -1.215 2.429 -0.386 -0.115 -0.098 -0.168
H -0.211 1.360 -1.434 -0.319 -0.157 0.410
H 0.538 2.407 -0.272 -0.151 0.192 -0.119
H 0.787 -0.668 1.895 -0.040 0.141 -0.387
H 1.743 -2.040 0.063 -0.068 0.452 0.038
H 1.129 -0.878 -1.154 0.237 -0.247 0.632
H 2.752 1.228 -0.049 -0.303 -0.737 -0.039
```
Positions in Å, forces in eV/Å.

Per-atom Löwdin charges, elementary charge units: C -0.05; C -0.26; C -0.25; C -0.06; C -0.33; C -0.51; S 0.67; H 0.07; H 0.07; H 0.05; H 0.13; H 0.13; H 0.07; H 0.07; H 0.06; H 0.14; H 0.08; H 0.07; H -0.15

---

[4]
Computed, not measured: a molecular structure, C6H12S2 in a non-equilibrium geometry, with ωB97M-V/def2-TZVPD.

- highest occupied orbital energy (eV) = -8.514
- LUMO level (eV) = 0.64
- calculated total energy (a.u.) = -1032.02484
- energy above the lowest of the compared OMol25 structures with the same formula, charge and spin (kcal/mol) = 103.2
- largest force on an atom (eV/A) = 5.05
- orbital gap (Ha) = 0.3366

```
20
Properties=species:S:1:pos:R:3:forces:R:3
C -1.955 -0.585 -1.102 2.871 2.993 -2.161
C -1.082 -0.043 -0.003 1.769 0.469 0.986
C -1.948 0.325 1.149 -2.906 0.653 2.945
C 1.570 1.244 0.478 -3.464 1.544 2.020
C 2.324 0.072 -0.009 0.508 -0.889 -2.139
C 1.458 -1.116 -0.623 3.034 -0.042 3.142
H -2.277 -1.462 -0.696 -1.679 -2.457 0.421
H -2.676 0.188 -1.419 -0.004 -0.680 0.225
H -1.242 -0.729 -1.938 -0.789 -0.494 0.020
H -3.211 0.382 0.514 3.717 0.362 2.823
H -2.002 -0.618 2.012 -0.052 2.960 -2.336
H -1.476 1.600 1.716 -2.009 -4.376 -1.537
H 1.985 2.272 0.404 0.178 -0.940 -0.104
H 1.235 1.109 1.602 0.754 0.195 -2.203
H 3.049 0.297 -0.805 -0.331 0.516 -0.112
H 2.986 -0.254 0.761 0.127 -0.650 0.958
H 2.181 -2.009 -0.622 -1.343 1.184 -0.612
H 1.117 -0.749 -1.536 -0.639 -0.103 -1.788
S -0.190 1.574 -0.397 2.024 -1.538 -0.239
S 0.153 -1.499 0.515 -1.764 1.291 -0.308
```
Positions in Å, forces in eV/Å.

Per-atom Löwdin charges, elementary charge units: C -0.19; C -1.07; C -0.25; C -0.40; C -0.35; C -0.51; H 0.04; H 0.09; H 0.08; H 0.17; H 0.11; H 0.16; H 0.07; H 0.10; H 0.11; H 0.09; H 0.10; H 0.03; S 0.78; S 0.85

---

[5]
Computed, not measured: a single C6H12S2 molecule in a non-equilibrium geometry, with ωB97M-V/def2-TZVPD.

- highest occupied orbital energy (eV) = -8.582
- SMILES = CCS/C=C\SCC
- LUMO level (eV) = 0.78
- calculated total energy (a.u.) = -1032.13251
- energy above the lowest of the compared OMol25 structures with the same formula, charge and spin (kcal/mol) = 35.6
- largest force on an atom (eV/A) = 3.59
- orbital gap (Ha) = 0.3440

```
20
Properties=species:S:1:pos:R:3:forces:R:3
C 2.545 -0.317 -2.103 0.638 -0.734 -1.392
C 2.021 -0.488 -0.741 0.213 2.173 2.850
S 0.697 -1.727 -0.654 0.313 0.010 0.699
C 0.338 -1.722 1.096 -0.424 -0.088 1.142
C -0.105 -0.766 1.936 0.793 0.472 -1.061
S -0.331 0.920 1.319 0.220 -0.432 1.128
C -1.969 0.596 0.694 -0.226 -0.877 -1.093
C -2.652 1.824 0.192 -1.754 0.552 -0.148
H 1.825 0.196 -2.704 -0.337 0.570 -0.554
H 3.539 0.155 -2.208 -0.607 -0.067 0.402
H 2.622 -1.304 -2.548 0.334 -0.262 -0.338
H 2.867 -0.587 0.006 -1.064 -0.744 -0.664
H 1.520 0.454 -0.393 0.558 -0.721 -0.416
H 0.440 -2.690 1.578 0.024 -0.200 -0.306
H -0.290 -0.958 3.011 0.156 0.032 -0.840
H -2.605 0.174 1.480 0.342 -0.381 -0.284
H -1.802 -0.087 -0.178 -0.448 0.145 0.986
H -1.981 2.497 -0.353 -0.297 -0.029 0.084
H -3.508 1.500 -0.462 0.916 0.405 0.277
H -3.170 2.330 1.032 0.648 0.178 -0.469
```
Positions in Å, forces in eV/Å.

Per-atom Löwdin charges, elementary charge units: C -0.20; C -0.60; S 0.86; C -0.51; C -0.45; S 0.84; C -0.60; C -0.19; H 0.06; H 0.09; H 0.06; H 0.11; H 0.02; H 0.05; H 0.08; H 0.08; H 0.07; H 0.07; H 0.09; H 0.08

---

[6]
Computed, not measured: a molecular structure, C6H13BF10NO12P2PbS2 in a non-equilibrium geometry, with ωB97M-V/def2-TZVPD.

- highest occupied orbital energy (spin up / spin down) (eV) = -12.627 / -12.626
- LUMO level (spin up / spin down) (eV) = -6.66 / -9.15
- net charge = +1
- calculated total energy (a.u.) = -3889.51009
- energy above the lowest of the compared OMol25 structures with the same formula, charge and spin (kcal/mol) = 118.6
- largest force on an atom (eV/A) = 4.25
- orbital gap (spin up / spin down) (Ha) = 0.2192 / 0.1276

```
48
Properties=species:S:1:pos:R:3:forces:R:3
Pb -0.041 0.730 -0.911 -1.618 -0.423 0.393
C 3.604 2.841 -2.852 0.619 0.020 -0.004
C 3.680 2.306 -1.416 2.352 2.003 -1.503
O 4.986 2.534 -0.980 -1.615 -0.511 -1.149
P 2.433 3.065 -0.321 -2.457 1.977 2.228
O 2.826 4.587 -0.386 0.347 -0.029 0.057
O 2.823 2.575 1.117 0.676 -1.414 -0.667
O 0.974 2.914 -0.678 1.785 -0.795 -0.237
P 3.212 0.432 -1.318 1.033 -4.028 0.876
O 4.487 -0.338 -1.986 -1.922 0.899 -0.846
O 3.280 0.204 0.193 -0.206 0.880 -2.004
O 1.956 0.189 -2.120 1.512 0.871 0.425
H 3.708 3.954 -2.869 -0.330 -0.796 0.204
H 2.744 2.495 -3.407 -0.540 0.201 0.201
H 4.465 2.463 -3.408 0.142 -0.003 0.188
H 5.228 2.160 -0.127 -0.251 -0.145 0.768
H 2.402 5.216 0.237 0.165 -0.570 -0.428
H 3.115 1.572 1.056 -0.725 1.212 0.246
H 4.234 -0.644 -2.908 0.524 0.378 1.285
F 1.844 -0.464 3.995 -1.102 -0.195 -0.899
C 0.531 -0.436 4.305 1.405 1.488 1.993
F 0.356 -1.376 5.233 -0.626 0.302 -0.836
F 0.338 0.786 4.890 -0.434 -1.269 -0.948
S -0.620 -0.699 2.829 -0.685 -0.410 -0.118
O -0.373 0.315 1.815 -0.237 -0.458 1.300
O -0.429 -2.065 2.460 0.062 0.054 -0.040
N -2.041 -0.454 3.610 0.272 -0.298 -0.532
S -3.449 -1.137 3.802 1.379 1.428 0.806
O -4.140 -0.460 4.891 -0.045 -1.051 -0.845
O -3.451 -3.013 -1.502 0.717 0.221 0.279
C -3.130 -2.990 4.300 0.537 -2.862 1.383
F -4.256 -3.565 4.809 1.528 1.519 -0.735
F -2.732 -3.722 3.255 -0.531 1.205 0.401
F -2.130 -3.045 5.223 -1.518 0.593 -1.026
C -3.657 -3.477 -2.865 0.361 -0.316 0.040
C -2.151 -2.692 -1.063 -0.428 -0.551 -0.118
O -1.669 -1.515 -1.663 -0.342 1.384 -0.932
H -2.702 -3.722 -3.411 -0.797 0.297 0.707
H -4.212 -2.704 -3.426 0.347 -0.349 0.270
H -4.281 -4.395 -2.790 0.461 0.637 -0.116
H -1.431 -3.487 -1.305 -0.149 0.080 0.077
H -2.136 -2.469 0.018 -0.627 -0.744 -0.237
H -2.465 -0.992 -1.942 0.647 -0.267 0.092
F -2.311 1.799 -1.036 0.960 -0.191 -1.031
B -2.355 1.723 -2.541 -2.488 0.937 0.427
F -2.906 2.904 -3.024 0.923 -1.277 0.356
F -3.144 0.589 -2.799 0.705 0.418 -0.097
F -1.012 1.508 -2.984 0.212 -0.050 0.346
```
Positions in Å, forces in eV/Å.

Per-atom Löwdin charges, elementary charge units: Pb 1.76; C -0.01; C -0.50; O 0.13; P 0.47; O -0.06; O -0.11; O -0.34; P 0.44; O -0.08; O -0.24; O -0.38; H 0.13; H 0.10; H 0.11; H 0.15; H 0.15; H 0.09; H 0.14; F 0.14; C -0.60; F 0.16; F 0.12; S 0.65; O -0.40; O -0.26; N -0.35; S 1.04; O -0.30; O -0.16; C -0.61; F 0.14; F 0.14; F 0.13; C -0.06; C -0.28; O -0.15; H 0.10; H 0.09; H 0.09; H 0.14; H 0.12; H 0.09; F -0.06; B -1.15; F 0.16; F 0.13; F 0.03